[1]
This record from OMol25 describes a gas-phase ion, C8H10N4O (charge +2). The level of theory is ωB97M-V/def2-TZVPD.

```
23
Properties=species:S:1:pos:R:3:forces:R:3:mulliken_charge:R:1
C 3.86446 -0.40134 -0.19455 -3.833 1.001 1.135 -0.329
C 3.14304 -0.09144 1.02413 1.981 -1.071 -0.245 -0.471
C 3.06307 -0.51687 -1.36282 0.672 0.490 0.029 -0.632
C 1.81911 0.21313 1.00216 -0.123 0.594 -0.458 -0.276
C 1.73498 -0.24290 -1.40134 -0.026 -0.271 0.766 -0.051
C 1.07754 0.26627 -0.25458 0.575 -1.197 1.169 0.577
C -2.04942 0.92696 -1.49748 0.389 -1.035 1.052 -0.010
C -2.79476 -0.19908 0.39894 -1.742 0.445 1.657 0.794
N -0.86742 1.05997 -1.09833 -0.985 0.956 -2.499 -0.137
N -2.71806 0.88681 1.22552 -0.032 -2.154 -0.702 -0.368
N -3.09564 -1.35696 0.93371 0.664 -0.173 -0.405 -0.325
N -0.16368 0.69304 -0.16402 1.415 0.533 1.923 -0.043
O -2.81510 -0.09982 -0.93051 0.252 -0.047 0.444 -0.315
H 4.89383 -0.47886 -0.03335 1.566 -0.470 -0.733 0.479
H 3.76673 -0.18375 1.95331 -1.086 0.490 -0.810 0.364
H 3.36104 -0.71480 -2.35797 1.463 -0.753 -0.497 0.392
H 1.34759 0.54999 1.90306 -0.394 0.062 0.284 0.422
H 1.22964 -0.60884 -2.26149 -0.683 0.509 -0.777 0.421
H -2.51906 1.44696 -2.30335 -0.122 0.415 -0.274 0.473
H -2.96114 0.78302 2.23073 0.339 0.176 -1.160 0.278
H -3.00361 1.71326 0.76670 -0.137 1.400 -0.040 0.270
H -3.21700 -1.37406 1.92176 -0.198 -0.145 0.704 0.205
H -3.09614 -2.27072 0.49975 0.044 0.246 -0.566 0.282
```
Forces are in eV/Å.

For the LUMO energy (spin up / spin down), the calculation gives -10.13 / -10.13 eV. Its total charge is +2. The HOMO-LUMO gap (spin up / spin down) comes out at 7.317 / 7.318 eV.


[2]
This record from OMol25 describes a gas-phase ion, C2H9N2 (charge +1). The level of theory is ωB97M-V/def2-TZVPD.

```
13
Properties=species:S:1:pos:R:3:forces:R:3:mulliken_charge:R:1
C -0.56849 0.11279 -1.10330 -2.568 0.872 -0.577 -1.376
C -0.28536 -0.37217 0.27935 -2.725 -3.358 -2.349 -0.181
N -1.06692 0.29437 1.19438 -0.131 0.861 1.504 -0.119
N 1.46705 -0.17586 0.23394 6.024 0.322 1.023 -0.774
H -1.63538 -0.13533 -1.39424 1.168 -0.419 -0.258 0.329
H 0.16938 -0.15680 -1.86923 -0.554 -0.015 0.180 0.396
H -0.69893 1.18874 -1.06323 0.669 0.678 -0.377 0.418
H -0.41689 -1.45358 0.26974 -0.045 -0.008 0.841 0.400
H -1.26571 -0.12496 2.12382 -0.361 0.833 -0.753 0.355
H -1.13246 1.27277 0.89411 -0.847 0.006 1.192 0.321
H 1.73028 0.85210 0.17695 0.111 -1.212 0.371 0.412
H 1.62716 -0.54885 -0.72030 0.192 -0.032 0.885 0.376
H 2.07627 -0.75323 0.97801 -0.932 1.472 -1.682 0.443
```
Forces are in eV/Å.

For the LUMO energy (spin up / spin down), the calculation gives -3.42 / -8.74 eV. Its total charge is +1. The spin multiplicity is 3. The HOMO-LUMO gap (spin up / spin down) comes out at 5.261 / 8.078 eV.


[3]
This record from OMol25 describes 2 unconnected molecules or ions with the total composition H2N2O2. The level of theory is ωB97M-V/def2-TZVPD.

```
6
Properties=species:S:1:pos:R:3:forces:R:3:mulliken_charge:R:1
N -0.77094 -0.04802 -0.02853 -1.153 -2.150 1.768 -0.571
N 8.13732 0.12342 -0.14072 4.312 -1.873 1.683 0.028
O 8.93341 1.08327 -0.39732 -1.948 -2.615 0.739 -0.451
O 8.75878 -1.01918 0.48389 -2.210 4.486 -2.418 -0.577
H -1.17845 -0.90972 0.62120 1.284 2.549 -1.674 -0.211
H -0.18348 0.48220 0.64155 -0.284 -0.398 -0.099 -0.218
```
Forces are in eV/Å.

For the LUMO energy, the calculation gives 7.06 eV. Its total charge is -2. The HOMO-LUMO gap comes out at 6.085 eV.


[4]
This record from OMol25 describes 2 unconnected molecules or ions with the total composition C16H23NOS. The level of theory is ωB97M-V/def2-TZVPD.

```
42
Properties=species:S:1:pos:R:3:forces:R:3:mulliken_charge:R:1
O -0.60601 -1.38193 -1.76265 -4.204 -6.349 3.001 -0.442
C -0.17733 -0.34246 -2.01263 2.525 0.381 -3.052 0.266
N -0.13229 0.65516 -1.10563 7.581 3.615 -15.230 0.468
H 0.27803 1.54478 -1.59154 -1.210 -1.704 1.591 0.427
C -0.83746 0.65379 -0.11185 6.054 -2.720 15.460 -0.112
C 0.20300 1.59006 0.88168 1.579 -7.306 3.256 -0.508
C -0.24361 1.76742 2.28025 -9.302 -7.033 -1.942 -1.419
C -1.72470 2.39507 2.46584 3.824 1.928 0.729 -0.987
H -1.72755 2.86100 3.44335 0.084 -0.134 0.578 0.460
C -3.00862 1.77802 2.25967 5.626 -11.016 3.367 -0.859
H -3.15545 1.12412 3.33965 -0.485 1.674 -3.068 0.211
H -3.72637 2.29704 2.03427 -7.492 6.483 -1.307 0.612
C -3.08336 0.70582 1.02807 9.618 -0.464 7.771 -1.246
C -2.10700 1.01963 0.02336 -8.351 3.215 -7.272 -0.257
H -2.64261 0.40398 -0.96248 1.325 1.830 1.867 0.166
H -2.10783 2.16088 -0.32000 -0.554 -1.825 0.462 0.135
H -3.99853 0.59970 0.80305 -6.452 -1.342 -2.027 0.670
H -2.46314 -0.20231 1.54060 -2.519 1.058 -1.121 0.212
H -1.66117 3.26039 1.89090 -0.011 1.858 -1.568 0.447
H -0.46515 0.67255 2.83783 0.599 1.771 -1.687 0.168
H 0.34698 2.01301 2.96371 5.350 3.498 5.184 1.138
H 1.38439 1.12996 1.04421 -3.374 1.032 -1.275 -0.121
H 0.27052 2.51160 0.63997 0.674 6.397 -3.289 0.880
H -0.43454 -0.35055 0.43782 -2.140 1.299 -0.626 0.051
C 0.52584 -0.45147 -3.32893 2.655 15.464 5.532 -1.275
C 2.11486 -0.04427 -3.15680 1.232 -0.745 -2.674 -0.767
H 2.58296 0.39914 -4.27689 -1.422 -0.990 3.616 0.359
H 2.41328 0.51430 -2.26037 -0.377 0.452 -0.710 0.384
S 3.10720 -1.62846 -2.96539 -1.242 0.250 1.451 -0.133
C 2.37803 -2.00486 -1.29507 -0.703 -5.609 -3.821 0.365
C 1.67127 -3.38044 -1.04911 3.337 4.165 -5.800 -0.610
C 1.11815 -3.71575 0.04902 1.195 4.267 7.005 -0.604
C 1.38698 -2.77363 1.24452 1.079 1.473 -6.939 -0.665
C 2.03544 -1.54525 0.90364 -3.059 -4.492 4.941 -0.365
C 2.57124 -1.22174 -0.29263 0.217 1.726 1.997 -0.487
H 3.16565 -0.39003 -0.16098 1.336 2.041 -1.107 0.522
H 2.08714 -1.03360 1.84822 0.811 1.247 -0.255 0.382
H 1.19331 -2.88526 2.23686 -1.062 -0.922 2.416 0.540
H 0.69647 -4.58454 0.27166 -1.841 -3.725 0.454 0.660
H 1.71647 -4.01354 -1.92428 -0.367 -0.088 -0.074 0.358
H 0.32596 0.89889 -3.85609 -0.099 -3.871 0.844 0.192
H 0.72955 -1.00623 -4.03483 -0.435 -6.790 -6.677 0.785
```
Forces are in eV/Å.

For the LUMO energy, the calculation gives 0.49 eV. The HOMO-LUMO gap comes out at 8.763 eV.


In eV, the energy above the lowest of the compared OMol25 structures with the same formula, charge and spin values for the records above are, in order, 0.904, 2.899, 0.723, 16.236.
In Eh, the total energy values for the records above are, in order, -604.37991, -190.59490, -260.99819, -1151.10108.